Entry 1:
Molecular formula: C15H21N2O3
Method: DFT, wB97M-V/def2-TZVPD

Each line ends with the Löwdin charge.
Positions of all 41 atoms, in Å:
O -2.20 -0.12 -1.13  -0.1571
O -6.69 2.08 0.20  0.0622
O -1.39 1.15 -2.55  0.0721
N -2.07 1.19 -1.51  0.0173
N 0.84 -1.70 0.31  -0.0969
C -6.29 1.17 -0.52  -0.4838
C 4.45 2.76 -0.86  -0.1164
C -1.08 -0.41 -0.23  -0.2002
C -4.95 0.52 -0.30  -0.0404
C 4.49 1.36 0.00  -0.1718
C -7.13 0.65 -1.66  -0.0234
C 0.14 -1.55 1.64  -0.0885
C 5.49 -0.39 2.06  -0.0387
C 3.35 -1.28 0.42  -0.1395
C 3.41 0.17 -0.39  -0.0010
C 5.52 1.06 1.26  -0.0041
C -1.39 -0.96 1.30  -0.0452
C 4.41 -1.54 1.64  -0.0313
C 0.29 -1.12 -0.83  0.1622
C 2.18 -2.39 -0.04  -0.0985
H 3.36 3.17 -1.05  0.0891
H -0.66 0.68 0.02  0.1727
H -4.32 0.65 -1.18  0.0488
H 4.36 -2.57 2.20  0.0903
H -6.60 0.79 -2.60  0.0866
H 4.99 2.56 -1.88  0.0956
H 2.67 0.39 -1.29  0.0878
H 6.24 -0.53 2.95  0.0968
H -0.11 -2.67 1.97  0.1562
H -4.46 0.99 0.56  0.0861
H -7.36 -0.41 -1.50  0.0871
H 0.73 -1.00 2.52  0.1729
H 5.01 3.60 -0.22  0.0970
H 0.73 -1.16 -1.91  0.1836
H 6.29 1.86 1.63  0.0997
H -1.47 -0.02 2.03  0.1474
H 2.36 -3.37 0.57  0.1466
H -2.29 -1.72 1.41  0.1481
H -8.07 1.21 -1.70  0.0894
H -5.08 -0.55 -0.08  0.0901
H 2.30 -2.55 -1.22  0.1508

The value obtained for the lowest unoccupied orbital energy is -5.06 eV. The value obtained for the HOMO energy is -11.50 eV. As for the total charge: +1. The calculation puts the largest force on an atom at 6.722 eV/A. As for the spin multiplicity: 1.

---

Entry 2:
Molecular formula: C4H6N4
Method: DFT, wB97M-V/def2-TZVPD

Each line ends with the Löwdin charge.
Positions of all 14 atoms, in Å:
N 2.01 1.69 -0.88  0.0817
N -0.13 2.36 -0.65  -0.0043
N -0.07 1.09 -0.18  -0.0161
N 1.02 2.62 -1.10  -0.0833
C -1.52 -1.25 0.07  -0.0621
C 1.12 -0.59 0.39  -0.0198
C 1.21 0.71 -0.45  -0.3230
C -0.43 -0.30 0.63  -0.1583
H -1.70 -2.13 0.66  0.0545
H -0.64 0.17 1.63  0.1420
H -1.20 -1.70 -0.97  0.1160
H 1.08 -1.33 -0.27  0.0462
H 1.82 -0.56 1.22  0.1229
H -2.56 -0.77 -0.08  0.1036

The value obtained for the lowest unoccupied orbital energy is 0.61 eV. The value obtained for the HOMO energy is -10.08 eV. The energy relative to the best compared isomer or geometry (same formula, charge and spin) is 102.6 kcal per mole. The calculation puts the largest force on an atom at 4.583 eV/A. The structure (SMILES) is C[C@H]1Cc2nnnn21. As for the spin multiplicity: 1.

---

Entry 3:
Molecular formula: C6H15NO
Method: DFT, wB97M-V/def2-TZVPD

Each line ends with the Löwdin charge.
Positions of all 23 atoms, in Å:
O 0.72 -0.02 1.81  -0.0135
N 1.24 -1.30 -0.01  0.0999
C -1.90 -1.21 1.00  -0.1250
C -0.34 0.66 -0.25  -0.2759
C 0.89 0.03 0.42  -0.6358
C 2.16 0.98 0.15  -0.0157
C -0.21 0.89 -1.76  -0.0808
C -1.76 -0.07 0.02  -0.1913
H -2.44 0.73 0.34  0.1049
H 2.36 1.21 -0.89  0.0653
H 2.05 1.91 0.72  0.0803
H -2.96 -1.47 1.12  0.0727
H 1.46 -0.56 2.13  0.1118
H -1.41 -2.12 0.63  0.0589
H 0.58 -1.96 0.37  0.0683
H 0.41 1.76 -1.99  0.0719
H 3.07 0.50 0.54  0.0740
H 1.19 -1.37 -1.02  0.0801
H -2.17 -0.41 -0.94  0.0943
H 0.20 0.04 -2.32  0.0754
H -1.52 -0.96 1.99  0.0686
H -0.46 1.65 0.21  0.1347
H -1.17 1.09 -2.25  0.0769

The value obtained for the lowest unoccupied orbital energy is 1.01 eV. The value obtained for the HOMO energy is -9.35 eV. The energy relative to the best compared isomer or geometry (same formula, charge and spin) is 23.8 kcal per mole. The calculation puts the largest force on an atom at 2.616 eV/A. The structure (SMILES) is CC[C@H](C)[C@](C)(N)O. As for the spin multiplicity: 1.

---

Entry 4:
Molecular formula: C5H8N2
Method: DFT, wB97M-V/def2-TZVPD

Each line ends with the Löwdin charge.
Positions of all 15 atoms, in Å:
N 0.39 -0.11 -0.52  -0.1264
N 2.25 0.97 0.06  0.0500
C 1.09 -0.95 0.31  -0.0941
C 1.13 1.03 -0.62  -0.1925
C -1.04 -0.21 -0.77  -0.1893
C 2.22 -0.27 0.65  -0.1601
C -1.83 0.18 0.49  -0.0682
H -2.51 -0.62 0.81  0.0689
H -1.26 -1.23 -1.09  0.1159
H 0.72 -1.93 0.57  0.1157
H -1.28 0.45 -1.61  0.1152
H 3.03 -0.60 1.30  0.0925
H -1.13 0.36 1.31  0.0776
H 0.80 1.87 -1.22  0.1249
H -2.42 1.09 0.35  0.0699

The value obtained for the lowest unoccupied orbital energy is 0.97 eV. The value obtained for the HOMO energy is -8.80 eV. The energy relative to the best compared isomer or geometry (same formula, charge and spin) is 7.0 kcal per mole. The calculation puts the largest force on an atom at 0.190 eV/A. The structure (SMILES) is CCn1ccnc1. As for the spin multiplicity: 1.

---

Entry 5:
Molecular formula: C4H13NO2
Method: DFT, wB97M-V/def2-TZVPD

Each line ends with the Löwdin spin population.
Positions of all 20 atoms, in Å:
O -1.98 -1.48 -5.37  0.0000
O 2.11 0.11 1.20  0.0070
N -0.58 0.04 2.07  0.6911
C -0.14 0.12 0.69  0.0857
C 1.46 1.26 -0.86  0.0005
C 1.13 0.94 0.58  0.0003
C -1.55 -0.94 2.49  0.0825
H 1.39 0.36 -1.47  0.0003
H 0.23 0.09 2.69  0.0141
H 2.47 1.68 -0.95  -0.0001
H 2.96 0.22 0.75  0.0001
H -1.19 -1.81 -4.90  0.0000
H 1.06 1.88 1.14  -0.0003
H 0.07 -0.91 0.35  0.0409
H -1.82 -0.76 3.53  0.0089
H -0.93 0.53 0.05  0.0187
H -2.02 -0.56 -5.04  0.0000
H -2.42 -0.89 1.86  0.0056
H -1.08 -1.93 2.45  0.0446
H 0.82 2.05 -1.25  0.0002

The value obtained for the lowest unoccupied orbital energy (spin up / spin down) is -3.00 / -8.03 eV. The value obtained for the HOMO energy (spin up / spin down) is -13.64 / -13.64 eV. The energy relative to the best compared isomer or geometry (same formula, charge and spin) is 24.2 kcal per mole. As for the total charge: +1. The calculation puts the largest force on an atom at 2.384 eV/A. As for the spin multiplicity: 2.

---

Entry 6:
Molecular formula: H10O5
Method: DFT, wB97M-V/def2-TZVPD

Each line ends with the Löwdin charge.
Positions of all 15 atoms, in Å:
O -1.39 1.19 -2.36  -0.3034
O 0.38 -1.46 1.18  -0.2312
O 0.00 -1.29 -1.51  -0.2613
O -0.79 1.00 0.66  -0.4288
O 2.11 0.61 1.93  -0.2980
H -2.02 1.50 0.62  0.2304
H 1.52 1.11 1.16  0.0528
H -1.02 1.53 -1.40  0.0218
H -2.36 -0.14 -1.49  0.3400
H 0.08 -0.23 -2.04  0.1675
H 0.48 -1.42 0.07  0.0914
H 1.34 -1.38 1.55  0.0578
H 0.87 0.04 3.09  0.3522
H -0.33 0.08 1.31  0.0987
H -0.96 -1.50 -2.03  0.1101

The value obtained for the lowest unoccupied orbital energy is -2.53 eV. The value obtained for the HOMO energy is -10.65 eV. The energy relative to the best compared isomer or geometry (same formula, charge and spin) is 336.5 kcal per mole. The calculation puts the largest force on an atom at 7.104 eV/A. As for the spin multiplicity: 1.

---

Copy entry 4 word for word.
Molecular formula: C5H8N2
Method: DFT, wB97M-V/def2-TZVPD

Each line ends with the Löwdin charge.
Positions of all 15 atoms, in Å:
N 0.39 -0.11 -0.52  -0.1264
N 2.25 0.97 0.06  0.0500
C 1.09 -0.95 0.31  -0.0941
C 1.13 1.03 -0.62  -0.1925
C -1.04 -0.21 -0.77  -0.1893
C 2.22 -0.27 0.65  -0.1601
C -1.83 0.18 0.49  -0.0682
H -2.51 -0.62 0.81  0.0689
H -1.26 -1.23 -1.09  0.1159
H 0.72 -1.93 0.57  0.1157
H -1.28 0.45 -1.61  0.1152
H 3.03 -0.60 1.30  0.0925
H -1.13 0.36 1.31  0.0776
H 0.80 1.87 -1.22  0.1249
H -2.42 1.09 0.35  0.0699

The value obtained for the lowest unoccupied orbital energy is 0.97 eV. The value obtained for the HOMO energy is -8.80 eV. The energy relative to the best compared isomer or geometry (same formula, charge and spin) is 7.0 kcal per mole. The calculation puts the largest force on an atom at 0.190 eV/A. The structure (SMILES) is CCn1ccnc1. As for the spin multiplicity: 1.

---

The lowest largest force on an atom belongs to which entry? C5H8N2

---

The highest largest force on an atom belongs to which entry? H10O5

---

Which of these has the highest largest force on an atom? H10O5